15
Properties=species:S:1:pos:R:3:lowdin_charge:R:1 method="wB97M-V/def2-TZVPD" de_lowest_kj_mol=373.5 e_homo_ev=-8.3 e_tot_ha=-233.5027 spin_multiplicity=1 largest_force_ha_per_bohr=0.0228 e_lumo_ev=1.1 gap_ev=9.4 smiles="C=COCC.[H][H]"
C 1.869 0.924 0.070 -0.054
C 0.917 -0.035 -0.130 -0.306
O -0.139 0.287 -0.883 -0.092
C -1.330 -0.451 -0.686 -0.259
C -2.111 0.200 0.431 -0.071
H 1.511 1.939 0.143 0.050
H 2.911 0.845 -0.198 0.030
H 0.817 -1.006 0.365 0.084
H -1.094 -1.505 -0.470 0.121
H -1.859 -0.410 -1.643 0.123
H -3.071 -0.297 0.581 0.077
H -2.279 1.254 0.184 0.084
H -1.538 0.156 1.364 0.081
H 2.771 -0.666 0.678 0.055
H 2.624 -1.234 0.193 0.076